C2H2N2S | ωB97M-V/def2-TZVPD

Frontier orbital gap (alpha / beta) = 7.10 / 7.07 eV
⟨S²⟩ = 2.01
Energy relative to the best compared isomer or geometry (same formula, charge and spin) = 1.3715 eV
E = -584.8511 a.u.

Structure (ORCA input):
```
! wB97M-V def2-TZVPD RIJCOSX def2/J DEFGRID3
* xyz 0 3
C 0.162 0.226 -0.483
C 0.104 0.083 0.697
N -2.158 -3.099 0.428
N -2.592 -2.249 -0.159
S -3.414 -1.282 -0.979
H 0.060 0.400 -1.495
H 0.186 0.194 1.793
*
```

---

C22H28N2O2 | ωB97M-V/def2-TZVPD

SMILES string = Cc1cccc(CN2CCC[C@H](C(=O)c3cccc(OC(C)C)c3)C2)n1
Frontier orbital gap = 8.83 eV
Energy relative to the best compared isomer or geometry (same formula, charge and spin) = 1.7454 eV
E = -1115.1227 a.u.

Structure (ORCA input):
```
! wB97M-V def2-TZVPD RIJCOSX def2/J DEFGRID3
* xyz 0 1
C -1.524 6.323 -2.351
C -1.237 5.120 -1.506
C -2.230 4.526 -0.733
C -1.907 3.415 0.030
C -0.609 2.937 0.000
C 0.316 3.595 -0.804
C 1.737 3.103 -0.862
N 1.746 1.660 -0.978
C 1.371 1.206 -2.298
C 1.083 -0.291 -2.260
C 2.314 -1.044 -1.769
C 2.746 -0.483 -0.408
C 1.715 -0.792 0.670
O 1.220 0.062 1.368
C 1.330 -2.221 0.829
C 2.211 -3.279 0.633
C 1.769 -4.577 0.828
C 0.467 -4.828 1.207
C -0.428 -3.774 1.420
O -1.679 -4.138 1.785
C -2.656 -3.152 2.104
C -4.005 -3.861 2.042
C -2.406 -2.562 3.491
C 0.020 -2.472 1.233
C 2.963 1.028 -0.524
N 0.005 4.654 -1.538
H -0.628 6.607 -2.894
H -2.322 6.109 -3.060
H -1.842 7.156 -1.725
H -3.232 4.929 -0.735
H -2.658 2.934 0.640
H -0.295 2.078 0.571
H 2.265 3.608 -1.688
H 2.231 3.375 0.076
H 2.169 1.411 -3.039
H 0.477 1.752 -2.606
H 0.251 -0.471 -1.577
H 0.797 -0.640 -3.254
H 3.132 -0.906 -2.481
H 2.102 -2.112 -1.697
H 3.688 -0.953 -0.102
H 3.238 -3.098 0.359
H 2.450 -5.402 0.684
H 0.112 -5.836 1.354
H -2.635 -2.356 1.346
H -4.159 -4.285 1.053
H -4.806 -3.159 2.257
H -4.030 -4.667 2.770
H -2.449 -3.352 4.237
H -1.427 -2.091 3.544
H -3.164 -1.818 3.719
H -0.621 -1.618 1.387
H 3.814 1.219 -1.206
H 3.211 1.430 0.461
*
```

---

C4H6AgO2 | ωB97M-V/def2-TZVPD

Frontier orbital gap = 7.36 eV
Energy relative to the best compared isomer or geometry (same formula, charge and spin) = 0.0644 eV
E = -453.0815 a.u.

Structure (ORCA input):
```
! wB97M-V def2-TZVPD RIJCOSX def2/J DEFGRID3
* xyz 1 1
C -1.035 -0.506 0.501
O -1.885 -1.385 -0.141
H -1.513 0.166 1.217
H -2.787 -1.298 0.186
C 1.313 1.978 -0.764
C 1.029 1.037 0.143
C 0.235 -0.184 -0.140
O 0.143 -1.151 0.956
Ag -0.532 -3.345 0.342
H 1.027 1.853 -1.812
H 1.179 1.270 1.203
H 2.398 2.233 -0.590
H 0.427 -0.669 -1.103
*
```

---

C24H26CoN3O3S2 | ωB97M-V/def2-TZVPD

Frontier orbital gap (alpha / beta) = 7.46 / 3.63 eV
⟨S²⟩ = 6.02
Energy relative to the best compared isomer or geometry (same formula, charge and spin) = 1.7671 eV
E = -3498.6489 a.u.

Structure (ORCA input):
```
! wB97M-V def2-TZVPD RIJCOSX def2/J DEFGRID3
* xyz 2 5
Co -0.769 -0.594 -0.060
O -2.282 0.416 -3.548
C -2.052 -0.124 -2.460
O -1.548 0.537 -1.396
C -2.212 -1.570 -2.214
C -2.646 -2.393 -3.267
C -2.665 -3.775 -3.135
C -2.065 -4.362 -2.018
C -1.708 -3.493 -0.969
N -1.735 -2.158 -1.131
H -3.059 -1.828 -4.092
H -3.340 -4.387 -3.774
H -1.864 -5.426 -1.930
H -1.644 -3.850 0.080
O 1.248 -0.632 -0.639
S 1.942 -0.284 -2.016
C 3.697 -0.208 -1.576
C 4.075 -0.769 -0.220
C 4.289 0.089 0.891
C 4.616 -0.476 2.125
C 4.660 -1.845 2.346
C 4.573 -2.687 1.198
C 4.363 -2.132 -0.092
C 1.477 1.489 -2.517
C 1.582 2.510 -1.428
C 2.217 3.740 -1.571
C 2.238 4.595 -0.487
C 1.749 4.234 0.770
C 1.110 2.986 0.923
C 0.897 2.241 -0.220
H 4.016 0.813 -1.628
H 4.262 -0.658 -2.403
H 3.993 1.136 0.765
H 4.828 0.249 2.933
H 4.778 -2.258 3.345
H 4.536 -3.799 1.352
H 4.243 -2.829 -0.925
H 0.505 1.401 -2.973
H 2.143 1.712 -3.377
H 2.652 3.938 -2.552
H 2.698 5.603 -0.582
H 1.817 4.980 1.562
H 0.858 2.646 1.962
H 0.354 1.305 -0.162
C -3.351 -0.206 4.236
N -3.591 0.078 2.814
C -4.880 0.509 2.339
C -4.588 1.104 0.985
N -3.207 0.744 0.736
C -2.608 0.253 1.833
S -0.984 -0.151 2.080
H -3.787 -1.195 4.467
H -3.820 0.612 4.894
H -2.323 -0.363 4.388
H -5.353 1.168 3.047
H -5.530 -0.391 2.249
H -4.781 2.167 1.005
H -5.323 0.790 0.239
H -2.702 0.800 -0.201
*
```

---

C9H36F2N19O13S2 | ωB97M-V/def2-TZVPD

Frontier orbital gap = 8.91 eV
Energy relative to the best compared isomer or geometry (same formula, charge and spin) = 8.9811 eV
E = -3379.3211 a.u.

Structure (ORCA input):
```
! wB97M-V def2-TZVPD RIJCOSX def2/J DEFGRID3
* xyz -1 1
N 11.094 26.268 4.717
S 11.050 25.846 6.129
O 12.048 24.906 6.555
O 9.739 25.715 6.768
F 11.579 27.257 6.658
S 10.505 24.789 4.126
O 9.141 24.424 4.492
O 11.504 23.785 3.787
F 10.242 25.239 2.560
C 12.540 26.948 9.437
O 13.407 27.523 8.888
N 11.621 27.555 10.178
N 12.407 25.672 9.345
H 11.644 28.563 10.242
H 11.124 26.910 10.776
H 13.043 25.202 8.716
H 11.668 25.225 9.868
C 12.897 28.199 2.601
O 13.835 28.690 2.010
N 12.918 27.919 3.913
N 11.743 27.955 2.082
H 13.818 27.680 4.305
H 12.185 27.302 4.230
H 11.153 27.550 2.794
H 11.535 27.847 1.100
C 7.720 28.302 4.162
O 6.924 29.122 3.761
N 7.481 27.005 4.318
N 9.028 28.424 4.124
H 6.505 26.823 4.130
H 8.143 26.320 4.653
H 9.415 29.216 3.631
H 9.668 27.687 4.383
C 11.419 23.832 0.082
O 10.751 22.969 0.501
N 12.432 24.319 0.792
N 11.282 24.268 -1.147
H 13.097 24.968 0.398
H 12.393 24.032 1.760
H 10.360 24.233 -1.559
H 11.965 25.001 -1.268
C 7.068 24.117 9.157
O 7.781 23.647 10.055
N 5.795 24.220 9.157
N 7.574 24.483 7.990
H 5.404 24.815 8.440
H 5.285 24.218 10.028
H 8.563 24.686 7.998
H 6.980 24.656 7.192
C 11.308 31.313 6.316
O 12.362 31.269 5.627
N 10.656 32.293 6.825
N 10.691 30.173 6.615
H 9.717 32.052 7.109
H 10.894 33.206 6.464
H 9.905 30.344 7.226
H 11.078 29.268 6.387
C 7.155 21.426 5.587
O 8.100 20.888 5.034
N 6.625 22.503 5.162
N 6.371 20.948 6.505
H 5.713 22.837 5.440
H 7.149 23.003 4.458
H 5.532 21.463 6.727
H 6.760 20.169 7.018
C 11.816 22.542 9.325
O 11.893 21.777 10.277
N 12.461 22.354 8.243
N 10.717 23.188 9.090
H 13.154 21.622 8.180
H 12.248 22.887 7.412
H 9.954 23.076 9.743
H 10.741 23.777 8.270
C 9.162 26.765 -1.187
O 8.875 25.674 -1.555
N 9.936 26.995 -0.197
N 8.980 27.855 -1.787
H 10.487 27.825 -0.364
H 10.277 26.239 0.380
H 8.566 27.697 -2.694
H 8.913 28.744 -1.310
*
```

---

C3H4O2 | ωB97M-V/def2-TZVPD

SMILES string = C=CC(=O)O
Frontier orbital gap = 10.60 eV
Energy relative to the best compared isomer or geometry (same formula, charge and spin) = 0.9013 eV
E = -267.1597 a.u.

Structure (ORCA input):
```
! wB97M-V def2-TZVPD RIJCOSX def2/J DEFGRID3
* xyz 0 1
C 1.211 -0.691 0.374
C 0.312 0.354 0.367
C -0.909 -0.046 -0.341
O -1.333 -1.179 -0.318
O -1.625 0.899 -1.000
H 2.244 -0.690 0.812
H 0.907 -1.750 0.025
H 0.446 1.364 0.728
H -1.254 1.739 -0.648
*
```

---

C7H16NO4P | ωB97M-V/def2-TZVPD

Frontier orbital gap (alpha / beta) = 8.97 / 9.14 eV
⟨S²⟩ = 2.01
E = -973.2770 a.u.

Structure (ORCA input):
```
! wB97M-V def2-TZVPD RIJCOSX def2/J DEFGRID3
* xyz 0 3
C 1.265 -2.728 -0.023
C 2.400 -0.571 0.606
C 0.321 -1.196 1.869
C -1.030 3.056 1.370
C -2.531 0.860 -2.188
C -0.002 -0.730 -0.497
C 1.000 -1.261 0.509
N 0.517 -0.654 -1.848
O -0.219 -0.823 -2.809
O 0.871 2.089 -0.632
O -1.241 1.725 0.797
O -1.353 1.565 -1.721
P -0.364 1.307 -0.514
H 2.267 -3.004 0.136
H 0.604 -3.495 0.433
H 1.064 -2.717 -1.065
H 2.429 0.161 1.414
H 3.189 -1.313 0.537
H 2.498 0.021 -0.311
H 0.062 -0.139 2.031
H 1.037 -1.402 2.738
H -0.543 -1.920 1.990
H -1.734 3.880 1.153
H 0.068 3.289 1.192
H -1.052 2.847 2.405
H -3.355 1.276 -1.734
H -2.660 -0.161 -2.158
H -2.580 1.250 -3.291
H -0.929 -1.211 -0.389
*
```

---

C4H5LiMgO2 | ωB97M-V/def2-TZVPD

Frontier orbital gap (alpha / beta) = 5.69 / 6.41 eV
⟨S²⟩ = 0.78
Energy relative to the best compared isomer or geometry (same formula, charge and spin) = 4.8779 eV
E = -513.1026 a.u.

Structure (ORCA input):
```
! wB97M-V def2-TZVPD RIJCOSX def2/J DEFGRID3
* xyz 1 2
H 0.049 -0.399 -0.819
C -0.327 -1.289 0.407
C -0.708 -2.760 0.476
C -1.621 -2.903 -0.752
C -2.063 -1.485 -1.085
O -1.662 -0.793 0.076
O 0.203 -0.613 1.348
Li -0.708 1.341 1.215
Mg -1.927 -0.217 -2.728
H -1.212 -2.895 1.444
H 0.211 -3.361 0.453
H -2.541 -3.489 -0.598
H -1.085 -3.452 -1.544
*
```

---

C2H5N2O2 | ωB97M-V/def2-TZVPD

Frontier orbital gap = 9.11 eV
Energy relative to the best compared isomer or geometry (same formula, charge and spin) = 0.4960 eV
E = -339.2574 a.u.

Structure (ORCA input):
```
! wB97M-V def2-TZVPD RIJCOSX def2/J DEFGRID3
* xyz -1 1
N -0.212 -1.065 0.085
C -1.382 -0.630 0.566
N -1.997 -1.148 1.552
H 0.448 -1.323 0.807
H 0.407 -0.496 -0.665
H -1.835 0.203 0.019
H -2.784 -0.575 1.812
O 1.862 2.421 -1.508
C 1.854 1.283 -1.051
O 1.227 0.268 -1.489
H 2.411 1.062 -0.128
*
```

---

C29H70IN3PS | ωB97M-V/def2-TZVPD

Frontier orbital gap = 7.64 eV
E = -2348.1762 a.u.

Structure (ORCA input):
```
! wB97M-V def2-TZVPD RIJCOSX def2/J DEFGRID3
* xyz 1 1
C 6.674 -4.692 -1.672
C 5.371 -4.481 -2.459
P 4.297 -3.243 -1.636
C 4.828 -1.627 -2.338
C 6.150 -1.276 -1.651
N 2.679 -3.596 -2.285
C 1.563 -3.102 -1.817
N 1.563 -2.269 -0.799
S 0.295 -1.028 -0.900
N 0.403 -3.496 -2.382
I 0.069 -5.552 -2.221
H 6.576 -4.342 -0.655
H 7.490 -4.174 -2.142
H 6.884 -5.744 -1.620
H 4.850 -5.423 -2.529
H 5.606 -4.136 -3.457
H 4.130 -0.830 -2.113
H 4.995 -1.680 -3.404
H 6.939 -1.953 -1.930
H 6.414 -0.269 -1.925
H 6.044 -1.276 -0.577
H 2.621 -4.240 -3.063
H 2.441 -1.771 -0.690
H 0.695 -0.081 -0.033
H -0.394 -3.097 -1.890
C -2.922 5.690 -1.813
C -2.774 4.754 -0.618
C -1.708 3.679 -0.819
C -1.969 2.709 -1.971
C -3.291 1.947 -1.888
C -3.397 1.054 -0.655
H -3.241 5.156 -2.710
H -3.669 6.457 -1.608
H -1.978 6.192 -2.033
H -3.739 4.293 -0.390
H -2.504 5.346 0.261
H -1.597 3.115 0.114
H -0.742 4.167 -0.990
H -1.145 1.985 -2.007
H -1.933 3.248 -2.921
H -3.386 1.326 -2.782
H -4.135 2.640 -1.909
H -2.584 0.322 -0.637
H -4.340 0.507 -0.658
H -3.354 1.632 0.268
C -0.181 8.505 4.769
C 0.259 7.951 3.416
C -0.799 7.073 2.748
C -1.175 5.811 3.526
C -0.011 4.873 3.837
C 0.660 4.309 2.589
H -0.370 7.709 5.490
H 0.592 9.150 5.188
H -1.092 9.097 4.668
H 1.194 7.396 3.534
H 0.483 8.787 2.750
H -0.448 6.796 1.749
H -1.705 7.667 2.593
H -1.929 5.262 2.950
H -1.662 6.091 4.464
H -0.391 4.039 4.434
H 0.734 5.377 4.458
H -0.064 3.761 1.980
H 1.462 3.620 2.862
H 1.098 5.097 1.974
C -0.741 0.544 4.793
C -0.765 -0.184 6.134
C -0.575 0.749 7.329
C 0.765 1.487 7.363
C 1.998 0.586 7.353
C 2.090 -0.331 8.569
H 0.222 1.028 4.617
H -0.913 -0.157 3.973
H -1.520 1.308 4.753
H -0.005 -0.970 6.140
H -1.728 -0.691 6.242
H -0.699 0.173 8.249
H -1.379 1.492 7.330
H 0.791 2.114 8.259
H 0.824 2.177 6.515
H 2.888 1.221 7.327
H 2.026 -0.013 6.439
H 2.110 0.250 9.493
H 3.000 -0.931 8.532
H 1.246 -1.020 8.620
C -1.461 -4.425 -6.128
C -1.407 -5.927 -5.864
C -1.453 -6.771 -7.137
C -2.732 -6.619 -7.963
C -4.024 -6.942 -7.215
C -4.103 -8.389 -6.735
H -2.393 -4.134 -6.613
H -1.392 -3.865 -5.191
H -0.633 -4.111 -6.766
H -2.221 -6.211 -5.191
H -0.478 -6.156 -5.334
H -1.313 -7.821 -6.869
H -0.599 -6.507 -7.769
H -2.656 -7.271 -8.838
H -2.796 -5.600 -8.355
H -4.866 -6.750 -7.884
H -4.153 -6.266 -6.364
H -4.024 -9.081 -7.575
H -5.054 -8.577 -6.236
H -3.308 -8.624 -6.025
*
```

---

C3H9N2S | ωB97M-V/def2-TZVPD

Frontier orbital gap = 8.22 eV
Energy relative to the best compared isomer or geometry (same formula, charge and spin) = 1.7412 eV
E = -627.1061 a.u.

Structure (ORCA input):
```
! wB97M-V def2-TZVPD RIJCOSX def2/J DEFGRID3
* xyz 1 1
C -1.931 -0.523 0.473
C 2.582 1.014 0.374
C 1.544 0.234 0.333
N -2.022 -1.317 -0.538
N -1.394 0.683 0.344
S 1.152 -0.624 -1.115
H 2.979 1.216 -0.603
H 2.989 1.496 1.359
H -2.086 -1.075 1.421
H 0.855 -0.155 1.100
H -2.668 -2.117 -0.360
H -1.986 -0.810 -1.412
H -0.940 1.111 1.138
H -1.140 0.953 -0.547
H 2.066 -0.084 -1.966
*
```

---

C27H26F3NO | ωB97M-V/def2-TZVPD

Frontier orbital gap = 3.59 eV
E = -1474.0127 a.u.

Structure (ORCA input):
```
! wB97M-V def2-TZVPD RIJCOSX def2/J DEFGRID3
* xyz 0 1
F -1.155 -7.805 -0.384
C -1.108 -7.329 -1.675
F -0.324 -8.199 -2.384
F -2.383 -7.443 -2.175
C -0.604 -5.887 -1.692
C 0.113 -5.333 -2.781
C 0.542 -4.014 -2.729
C 0.238 -3.137 -1.596
O 0.472 -1.892 -1.535
C -0.442 -3.799 -0.504
C -0.884 -5.093 -0.576
H 0.322 -5.954 -3.658
H 1.094 -3.597 -3.577
H -0.671 -3.220 0.392
H -1.454 -5.518 0.255
C 2.687 0.475 2.695
C 3.168 0.840 1.297
C 4.606 1.358 1.352
C 3.099 -0.332 0.335
C 2.232 1.889 0.770
N 2.655 3.143 0.562
C 1.618 3.960 0.150
C 0.449 3.192 0.065
C -0.695 3.820 -0.437
C -0.623 5.187 -0.765
C 0.594 5.892 -0.753
C 1.761 5.259 -0.303
C 0.830 1.827 0.504
C 0.005 0.709 0.627
C -1.424 0.778 0.643
C -2.153 1.771 1.360
C -3.541 1.818 1.274
C -4.236 0.916 0.453
C -5.705 1.075 0.222
C -3.529 -0.124 -0.171
C -2.150 -0.201 -0.078
H 1.643 0.144 2.678
H 3.321 -0.322 3.098
H 2.758 1.346 3.360
H 4.990 1.619 0.358
H 4.742 2.201 2.040
H 5.232 0.544 1.728
H 3.429 -0.006 -0.659
H 3.754 -1.130 0.694
H 2.088 -0.723 0.211
H 3.610 3.458 0.666
H -1.615 3.251 -0.579
H -1.533 5.712 -1.065
H 0.640 6.921 -1.100
H 2.747 5.720 -0.320
H 0.431 -0.293 0.721
H -1.598 2.471 1.994
H -4.086 2.587 1.840
H -6.070 0.230 -0.373
H -6.256 1.102 1.172
H -5.951 2.003 -0.319
H -4.088 -0.867 -0.751
H -1.593 -0.997 -0.581
*
```

---

- Which value of E does entry 3 give?
  -453.0815 a.u.

---

- Which value of E does entry 8 give?
  -513.1026 a.u.

---

- What is the E in the tenth record?
  -2348.1762 a.u.